{"formula": "C54H126O27", "method": "wB97M-V/def2-TZVPD", "species": ["C", "O", "C", "C", "O", "C", "C", "O", "C", "H", "H", "H", "H", "H", "H", "H", "H", "H", "H", "H", "H", "H", "H", "C", "O", "C", "C", "O", "C", "C", "O", "C", "H", "H", "H", "H", "H", "H", "H", "H", "H", "H", "H", "H", "H", "H", "C", "O", "C", "C", "O", "C", "C", "O", "C", "H", "H", "H", "H", "H", "H", "H", "H", "H", "H", "H", "H", "H", "H", "C", "O", "C", "C", "O", "C", "C", "O", "C", "H", "H", "H", "H", "H", "H", "H", "H", "H", "H", "H", "H", "H", "H", "C", "O", "C", "C", "O", "C", "C", "O", "C", "H", "H", "H", "H", "H", "H", "H", "H", "H", "H", "H", "H", "H", "H", "C", "O", "C", "C", "O", "C", "C", "O", "C", "H", "H", "H", "H", "H", "H", "H", "H", "H", "H", "H", "H", "H", "H", "C", "O", "C", "C", "O", "C", "C", "O", "C", "H", "H", "H", "H", "H", "H", "H", "H", "H", "H", "H", "H", "H", "H", "C", "O", "C", "C", "O", "C", "C", "O", "C", "H", "H", "H", "H", "H", "H", "H", "H", "H", "H", "H", "H", "H", "H", "C", "O", "C", "C", "O", "C", "C", "O", "C", "H", "H", "H", "H", "H", "H", "H", "H", "H", "H", "H", "H", "H", "H"], "positions_angstrom": [[-2.211428, 6.747807, 9.284218], [-2.777466, 6.886373, 7.972028], [-2.204279, 5.856886, 7.148797], [-2.874466, 5.892901, 5.819329], [-2.449995, 4.780512, 5.092509], [-3.004755, 4.782317, 3.762311], [-2.669055, 3.462590, 3.112227], [-3.480261, 2.443042, 3.610556], [-3.437651, 1.330420, 2.740758], [-1.147599, 6.949829, 9.237216], [-2.372910, 5.736309, 9.604591], [-2.686952, 7.416910, 9.979133], [-2.250765, 4.850670, 7.604614], [-1.138740, 6.040412, 7.071539], [-2.555501, 6.804319, 5.283608], [-3.927683, 5.909622, 5.934259], [-2.640179, 5.627749, 3.178135], [-4.087452, 4.793426, 3.769825], [-1.594437, 3.222640, 3.228354], [-2.867627, 3.605857, 2.042607], [-3.979261, 1.635492, 1.826328], [-3.897294, 0.476487, 3.224503], [-2.415457, 1.060813, 2.463804], [4.968721, 5.848919, 4.086361], [4.844798, 5.163245, 2.847368], [4.420174, 3.840607, 3.042539], [2.966012, 3.649932, 3.288076], [2.703597, 4.080522, 4.609464], [1.402807, 4.553265, 4.825027], [0.512801, 3.373153, 5.290192], [0.602780, 2.362377, 4.309644], [-0.110432, 1.210992, 4.739267], [5.302188, 6.851275, 3.871295], [5.653709, 5.389766, 4.799903], [3.993994, 5.881294, 4.544279], [5.025733, 3.345167, 3.837408], [4.808027, 3.380617, 2.134141], [2.711764, 2.585863, 3.166097], [2.378074, 4.257997, 2.591185], [1.015831, 5.049037, 3.925550], [1.437175, 5.316222, 5.635422], [-0.516294, 3.746369, 5.464536], [0.871566, 2.981037, 6.255557], [-0.152104, 0.493239, 3.937356], [-1.119818, 1.524234, 5.024236], [0.349092, 0.754182, 5.614518], [1.340098, 9.868431, -1.740235], [2.403775, 9.550785, -2.596756], [2.892574, 8.257266, -2.451666], [2.019816, 7.255642, -3.195925], [2.523687, 5.974237, -3.006051], [1.723418, 5.037766, -3.789601], [2.104729, 3.576124, -3.352283], [1.543319, 3.319613, -2.042592], [2.348604, 3.633680, -0.906552], [1.667488, 9.792507, -0.682497], [0.409879, 9.266589, -1.832062], [1.161684, 10.930772, -1.914256], [2.973868, 7.949991, -1.394740], [3.901112, 8.271177, -2.848490], [2.070724, 7.462132, -4.271087], [0.989753, 7.246943, -2.829114], [1.889536, 5.235862, -4.870462], [0.649898, 5.176509, -3.563906], [3.205880, 3.372436, -3.257601], [1.680132, 2.882630, -4.060553], [3.193005, 2.930559, -0.809339], [1.696189, 3.526844, -0.055136], [2.755936, 4.668368, -0.975403], [-1.934690, -8.792531, -2.813588], [-1.187962, -7.621268, -2.759692], [-1.859679, -6.534668, -2.118715], [-2.999124, -6.031164, -2.975720], [-4.145984, -6.863298, -2.683055], [-5.221303, -6.512055, -3.497987], [-6.451094, -7.308906, -3.048754], [-7.178819, -6.530314, -2.101598], [-8.183357, -7.359796, -1.478470], [-2.370301, -9.004632, -1.828629], [-1.239290, -9.574674, -3.070887], [-2.731933, -8.770299, -3.556423], [-1.081315, -5.827189, -1.933764], [-2.218446, -6.856505, -1.125219], [-2.805478, -6.159554, -4.054505], [-3.310096, -4.993098, -2.877301], [-4.980946, -6.762400, -4.526055], [-5.426095, -5.423937, -3.523761], [-6.105986, -8.251877, -2.577840], [-7.047636, -7.602865, -3.884801], [-7.661398, -8.184817, -1.000411], [-8.931175, -7.704468, -2.212880], [-8.730105, -6.749201, -0.737078], [-4.017617, 0.388097, -2.754745], [-5.001419, -0.394284, -3.413762], [-5.018398, -1.716782, -2.789957], [-5.868711, -2.587913, -3.705528], [-5.082123, -3.346521, -4.628745], [-4.530295, -2.531718, -5.658013], [-3.760798, -3.458875, -6.544738], [-2.689774, -3.996460, -5.849777], [-2.018801, -4.846761, -6.774301], [-4.082215, 1.317184, -3.278178], [-3.067310, -0.095678, -3.045076], [-4.077787, 0.426423, -1.659915], [-5.523648, -1.604564, -1.816103], [-4.027450, -2.152389, -2.657855], [-6.651474, -1.972431, -4.155503], [-6.384825, -3.352421, -3.117916], [-3.891454, -1.750957, -5.212299], [-5.315155, -1.988310, -6.175415], [-3.428125, -2.943487, -7.456867], [-4.521050, -4.226099, -6.840240], [-2.662239, -5.671513, -7.192267], [-1.197209, -5.293538, -6.215031], [-1.626841, -4.251430, -7.589832], [-3.173971, -4.542869, 0.885874], [-1.748300, -4.519906, 0.871691], [-1.265588, -5.482797, 1.850433], [0.178525, -5.547818, 1.527596], [0.803117, -4.391615, 2.047235], [2.191127, -4.720978, 2.053145], [2.957210, -3.686957, 2.872238], [2.655012, -3.666087, 4.252516], [3.595203, -4.522661, 4.960087], [-3.524271, -5.458683, 0.383787], [-3.459094, -3.680669, 0.285300], [-3.656219, -4.463676, 1.881138], [-1.805898, -6.416530, 1.685683], [-1.326766, -5.169455, 2.904809], [0.241141, -5.646414, 0.432411], [0.699854, -6.380212, 1.990233], [2.587539, -4.727759, 1.032220], [2.338678, -5.684511, 2.561876], [2.646035, -2.717236, 2.490132], [4.058516, -3.772683, 2.759204], [4.669630, -4.364919, 4.699137], [3.386319, -5.603051, 4.770262], [3.466766, -4.269785, 6.034197], [5.165500, 1.162484, 7.581186], [4.864721, 0.473951, 6.393054], [3.692912, 0.921470, 5.758504], [3.651842, 0.107427, 4.472323], [4.750657, 0.557441, 3.658990], [4.752414, -0.380375, 2.578396], [5.696365, 0.117266, 1.520087], [5.112342, 1.275475, 1.039963], [5.941486, 2.010446, 0.240083], [6.161268, 0.858060, 7.929486], [4.422256, 0.914213, 8.378047], [5.189921, 2.261486, 7.451257], [3.746253, 2.016426, 5.626075], [2.776122, 0.788903, 6.354611], [2.731375, 0.069511, 3.902551], [3.876940, -0.934540, 4.746678], [3.783288, -0.439714, 2.062111], [4.982953, -1.391403, 2.896063], [5.791662, -0.707567, 0.792018], [6.658117, 0.267051, 2.040739], [6.172654, 1.418034, -0.658299], [6.859888, 2.283895, 0.786503], [5.460825, 2.960606, 0.023927], [3.599162, 0.467697, -2.224100], [3.279710, 0.089220, -3.511773], [2.694821, -1.174374, -3.596068], [2.439648, -1.559403, -4.978432], [1.381680, -0.800171, -5.584121], [1.846949, 0.415937, -6.174264], [0.675187, 1.368010, -6.342538], [-0.239645, 0.861455, -7.329754], [-1.211089, -0.034954, -6.751795], [4.294338, 1.286275, -2.260235], [4.161885, -0.280576, -1.664313], [2.688576, 0.732011, -1.646619], [1.660372, -1.120350, -3.164237], [3.302398, -1.896599, -3.015683], [2.045738, -2.593617, -4.939462], [3.390994, -1.550731, -5.539114], [2.363261, 0.242751, -7.137531], [2.602150, 0.889375, -5.532020], [1.067402, 2.298567, -6.744177], [0.155170, 1.593529, -5.363269], [-2.005043, -0.161805, -7.483330], [-1.615650, 0.356892, -5.803928], [-0.804573, -1.021447, -6.499097], [-0.912522, -2.883821, -3.792052], [0.230987, -3.063118, -2.893184], [-0.335964, -3.196191, -1.584027], [-0.275517, -1.858138, -0.788518], [-0.935138, -0.822648, -1.499674], [-0.475446, 0.446892, -1.243542], [-1.002915, 1.053908, -0.029576], [-0.426337, 0.461129, 1.195120], [0.917747, 0.861056, 1.419721], [-1.526595, -2.041079, -3.473902], [-1.563069, -3.771018, -3.720751], [-0.604947, -2.782073, -4.846040], [0.322063, -3.786588, -0.905521], [-1.323532, -3.663757, -1.630600], [0.804909, -1.672885, -0.705169], [-0.632857, -2.021946, 0.234815], [-0.753819, 1.079263, -2.079146], [0.625237, 0.454663, -1.221007], [-2.066367, 0.959714, 0.095283], [-0.769546, 2.111247, -0.000619], [0.980507, 1.922668, 1.599016], [1.577633, 0.598566, 0.567673], [1.318567, 0.363572, 2.316842]], "forces_ev_per_angstrom": [[-0.275, 0.188, -1.063], [0.432, -0.897, 0.361], [0.017, 0.390, 0.985], [1.229, 0.683, -0.516], [-0.527, -0.279, -1.169], [0.510, -1.056, 0.798], [0.683, 0.667, -0.420], [0.062, -0.289, 0.482], [-0.108, 0.392, -0.427], [0.367, 0.073, 0.142], [0.011, -0.632, 0.447], [-0.266, 0.402, 0.039], [-0.544, 0.266, -0.005], [0.481, 0.193, -0.305], [-0.269, 0.018, 0.157], [-1.274, 0.009, 0.159], [0.200, 0.097, 0.012], [-0.475, 0.408, 0.372], [-0.268, 0.018, -0.039], [0.054, -0.115, -0.208], [0.052, -0.529, 0.074], [-0.246, 0.016, 0.037], [0.097, 0.012, 0.076], [-0.415, 0.321, -0.391], [0.293, 0.718, 0.883], [1.853, -0.775, -0.554], [0.014, -0.330, -0.164], [0.044, 0.267, 0.165], [-0.551, -0.590, 1.062], [0.223, 1.158, 0.004], [-0.400, -0.303, 0.152], [-0.312, 0.642, 0.187], [0.188, 0.338, -0.105], [0.234, -0.337, -0.173], [-0.215, 0.270, 0.425], [-0.481, 0.318, -0.108], [-0.806, -0.555, -0.036], [-0.012, 0.284, -0.045], [0.002, -0.108, -0.134], [-0.141, -0.194, 0.039], [0.005, -0.443, -0.410], [0.262, -0.388, -0.327], [0.200, 0.120, -0.119], [-0.031, -0.161, -0.323], [-0.173, -0.251, -0.076], [0.245, -0.060, 0.166], [0.035, 0.498, 0.981], [-0.359, 0.274, -0.161], [-0.006, -0.709, 0.286], [0.383, 0.236, -0.171], [-0.491, -1.714, -0.565], [1.279, -0.637, 0.858], [0.571, 1.353, 1.385], [-0.204, -0.186, -0.653], [0.624, 0.526, -0.974], [-0.102, -0.130, -0.312], [0.551, 0.283, -0.360], [-0.432, -0.171, -0.045], [-0.111, 0.155, -0.090], [0.160, -0.202, -0.219], [-0.398, 0.419, -0.013], [-0.180, 0.509, -0.151], [0.005, -0.242, 0.457], [0.347, -0.018, -0.037], [-0.788, 0.543, -0.547], [-0.248, -0.377, -0.055], [-0.211, 0.113, -0.008], [-0.118, 0.044, 0.345], [-0.336, -0.636, 0.159], [-0.222, -0.455, 0.276], [0.208, 0.891, 0.271], [0.073, -0.823, -0.341], [-1.078, -0.849, -0.287], [0.718, 0.727, 0.526], [-0.978, -0.202, -0.157], [1.138, 0.544, 0.954], [-0.717, -0.843, -0.020], [0.169, 1.148, -0.256], [-0.110, -0.127, -0.105], [0.187, -0.413, -0.099], [-0.125, 0.088, -0.034], [0.333, 0.782, -0.127], [-0.206, 0.042, -0.281], [0.477, 0.059, 0.243], [0.262, 0.326, 0.453], [0.064, -0.222, -0.543], [0.033, -0.420, 0.347], [0.014, 0.352, -0.084], [-0.757, 0.039, -0.734], [-0.283, -0.316, 0.165], [0.355, -0.118, 0.120], [0.472, -0.257, -0.274], [0.709, -1.083, -1.374], [0.125, -1.306, 1.489], [-1.521, 1.016, -0.886], [0.405, -1.027, 0.723], [-0.649, 0.892, -0.043], [0.490, 0.324, 0.920], [-1.702, 0.480, -0.340], [0.101, -0.877, -0.944], [0.191, -0.764, 0.736], [0.148, 1.025, 0.321], [0.181, 0.476, 0.555], [-0.345, 0.143, -0.198], [0.284, -0.139, -0.093], [0.231, 0.170, -0.065], [0.183, 0.052, -0.412], [0.049, 0.054, 0.090], [0.087, -0.250, -0.121], [-0.283, -0.076, -0.390], [0.006, 0.031, 0.041], [0.726, 0.071, -0.016], [0.326, 0.801, 0.478], [0.075, -0.097, -0.174], [0.159, 0.087, -0.364], [0.054, 0.291, -0.638], [-0.972, -0.709, 1.921], [0.042, 0.829, -0.870], [-0.049, -0.462, -0.050], [1.057, -0.577, -0.452], [0.516, 0.942, 1.179], [-0.144, 0.684, -0.443], [1.468, -1.139, 0.351], [-0.595, 0.114, 0.478], [-0.109, 0.142, 0.184], [-0.324, -0.008, 0.000], [0.550, -0.009, -0.298], [0.164, -0.225, 0.117], [-0.611, 0.244, -0.337], [0.444, 0.160, 0.137], [-0.409, -0.650, -0.037], [0.046, -0.244, 0.005], [-0.010, -0.089, -0.407], [0.091, 0.290, -0.089], [-0.535, -0.124, -0.328], [-0.777, 0.310, -0.091], [-0.023, 0.693, 0.244], [0.056, -0.422, -0.682], [-0.232, 0.084, 0.624], [0.246, 0.013, 0.589], [-0.338, 0.317, -0.366], [1.308, 0.332, 0.895], [-1.369, -1.482, -0.740], [0.180, 0.903, -0.563], [0.015, -1.221, 1.380], [-0.904, -0.302, 0.363], [1.122, 0.633, -0.485], [-0.302, -0.080, -0.198], [0.405, 0.230, -0.398], [-0.140, -0.329, -0.119], [0.043, -0.279, -0.496], [0.149, -0.451, 0.135], [-0.419, 0.550, 0.036], [-0.230, 0.068, 0.172], [-0.278, 0.143, 0.391], [0.320, -0.243, 0.356], [0.186, 0.466, -0.326], [0.052, 0.347, -0.547], [0.243, 0.520, -0.125], [0.091, -0.226, -0.276], [-0.190, -0.049, -0.420], [-0.312, 0.129, 1.026], [0.758, 0.407, -0.848], [-1.549, 0.382, 2.059], [-0.338, -1.271, -1.351], [1.115, 0.178, -0.055], [0.175, 0.329, 0.486], [-0.275, -0.588, -0.270], [-0.490, -0.156, 1.242], [0.319, 0.064, 0.020], [-0.023, 0.775, -0.168], [-0.136, -0.605, 0.030], [0.478, 0.013, -0.139], [0.789, -0.210, 0.287], [-0.269, -0.043, -0.419], [0.360, 0.369, -0.139], [-0.463, 0.126, -0.331], [-0.494, -0.147, 0.120], [-0.213, -0.049, 0.064], [-0.007, 0.224, -0.058], [0.454, -0.409, -0.892], [-0.079, 0.135, -0.018], [-0.019, 0.171, -0.326], [0.198, 0.204, -0.240], [0.379, -0.708, 0.116], [-1.652, -0.019, -0.112], [1.105, 0.894, 1.212], [0.024, -1.053, -0.818], [-0.393, -1.381, 0.066], [0.997, 0.413, -0.973], [0.791, 0.247, 2.784], [-0.204, 0.227, -0.640], [0.187, -0.595, -0.373], [0.219, 0.262, -0.130], [0.334, 0.170, -0.135], [0.232, 0.084, 0.671], [-0.349, -0.333, -0.891], [0.075, 0.181, 0.125], [-0.053, 0.480, -0.096], [-0.262, 0.137, -0.181], [-0.126, 0.143, -0.364], [-0.131, 0.061, -0.045], [-0.517, -0.293, -0.128], [0.123, 0.511, -0.149], [0.012, 0.580, 0.033], [-0.204, 0.117, 0.373], [-0.402, -0.007, -0.366]], "mulliken_charge": [-0.72, -0.39, -0.24, -0.68, -0.10, -1.15, 0.58, -0.42, -0.36, 0.29, 0.31, 0.28, 0.39, 0.17, 0.29, 0.29, 0.44, 0.34, -0.39, 0.47, 0.37, 0.36, -0.10, -0.58, -0.48, 0.13, 0.46, -0.31, -0.94, -0.15, 0.68, -1.03, 0.34, 0.24, 0.13, 0.17, -0.48, -0.44, 0.64, 0.33, 0.35, 0.06, 0.37, 0.06, 0.34, 0.29, -0.66, -0.37, -0.38, -0.33, -0.28, -0.74, 0.02, -0.19, -0.04, 0.28, 0.26, 0.26, 0.28, 0.31, 0.19, 0.30, 0.44, 0.32, 0.33, -0.25, 0.04, -0.15, 0.35, -0.65, -0.49, 0.18, 0.52, -0.42, 0.53, -0.84, -0.24, -0.78, 0.27, 0.33, 0.16, -0.11, 0.28, 0.16, -0.25, 0.33, -0.53, 0.32, 0.48, 0.33, 0.29, 0.22, -0.47, -0.47, 0.00, -0.97, -0.20, -0.19, -0.95, 0.58, -1.19, 0.44, 0.02, 0.25, 0.53, -0.04, 0.46, 0.33, -0.03, 0.44, 0.43, 0.28, 0.28, 0.25, 0.42, -0.89, 0.23, -0.82, -0.52, -0.13, -0.51, 0.04, -0.26, -0.76, 0.33, 0.06, 0.32, 0.46, 0.29, 0.21, 0.55, 0.24, 0.26, -0.29, 0.57, 0.30, 0.25, 0.28, -0.70, -0.37, -0.35, 0.58, -0.35, 0.22, -1.08, 0.36, -1.35, 0.27, 0.28, 0.24, -0.06, 0.46, -0.46, 0.34, -0.25, 0.44, 0.38, 0.39, 0.29, 0.45, 0.33, -0.20, -0.50, 0.45, -1.30, 0.08, -0.32, -0.48, -0.49, -0.50, 0.27, 0.51, -0.30, -0.26, 0.55, 0.30, 0.35, 0.26, 0.37, 0.34, 0.15, 0.30, 0.22, 0.19, 0.32, -0.19, -0.50, -0.41, 0.56, 0.21, -0.76, -0.34, 1.30, 0.02, -0.32, 0.10, -0.34, -0.21, 0.22, 0.69, 0.70, -0.92, 0.03, 0.49, 0.00, -0.29, -1.13], "e_tot_ev": -113307.21586, "homo_ha": -0.3293, "homo_lumo_gap_ev": 9.495, "e_above_lowest_kj_mol": 32.2, "total_charge": 0, "lumo_ev": 0.5}